154
Properties=species:S:1:pos:R:3 method="wB97M-V/def2-TZVPD" spin_multiplicity=1 e_lumo_ev=-0.02 smiles="C[C@H]1COC(=O)O1.C[C@H]1COC(=O)O1.C[C@H]1COC(=O)O1.O=S1(=O)CCCC1.O=S1(=O)CCCC1.O=S1(=O)CCCC1.O=S1(=O)CCCC1.O=S1(=O)CCCC1.CC(C)=O.CC(C)=O.CC(C)=O.CC(C)=O" e_above_lowest_kcal_mol=0.0 homo_lumo_gap_ev=9.4 mol_weight_g_mol=1139.45 energy_ha=-5447.087472 charge=0 fmax_ev_per_a=2.73
C 3.31676 2.85667 0.56925
C 4.20820 4.09693 0.71591
C 3.37713 5.35943 0.54779
O 3.15072 5.73802 1.90795
C 4.01338 5.10207 2.73695
O 4.09129 5.26926 3.90370
O 4.73268 4.19085 2.04203
H 3.17533 2.70286 -0.50231
H 2.32936 3.00604 1.01726
H 3.73480 1.98773 1.07666
H 5.04111 3.93775 0.03408
H 2.37330 5.09117 0.22172
H 3.87432 6.11162 -0.06410
C 0.26530 0.80407 -1.08399
C 0.08872 -0.53787 -0.39048
C 1.36039 -1.35591 -0.30025
O 1.17652 -1.91177 1.00216
C 0.43444 -1.10190 1.77140
O 0.19441 -1.27541 2.92973
O -0.20203 -0.23013 0.97204
H 0.60407 0.57816 -2.10154
H 1.07294 1.35928 -0.61324
H -0.67991 1.32292 -1.22453
H -0.73672 -1.09366 -0.84442
H 2.18696 -0.64267 -0.25053
H 1.36972 -2.07424 -1.11118
C 2.74866 -4.23466 -2.64635
C 4.10864 -3.81693 -2.15742
C 5.16405 -3.34248 -3.18608
O 5.80836 -2.25321 -2.53629
C 5.03452 -1.81975 -1.51862
O 5.23339 -0.80196 -0.93123
O 3.95935 -2.59354 -1.46329
H 2.20233 -3.41889 -3.11789
H 2.21245 -4.61038 -1.77232
H 2.76593 -5.07392 -3.34366
H 4.60407 -4.67017 -1.68398
H 4.70001 -3.05920 -4.13859
H 5.86119 -4.12276 -3.48986
C -1.84078 -3.95167 -0.57456
C -1.42800 -3.97279 -2.02295
O -0.51241 -3.29115 -2.42587
C -2.29662 -4.83961 -2.93512
H -2.53600 -4.72138 -0.25051
H -2.36978 -2.99680 -0.49190
H -0.92781 -3.94772 0.02298
H -3.29154 -4.39630 -2.98817
H -2.33914 -5.85747 -2.55143
H -1.84727 -4.85903 -3.92868
C -4.18452 0.81217 -0.93529
C -4.01435 -0.65474 -0.67258
O -3.90916 -1.50828 -1.54120
C -3.84291 -1.10250 0.75040
H -4.38449 1.02273 -1.97888
H -3.27463 1.31224 -0.60575
H -5.04999 1.12255 -0.34694
H -4.65472 -0.62866 1.31887
H -2.91086 -0.77614 1.21472
H -4.03311 -2.16955 0.84211
C -1.32882 2.20118 3.00602
C -0.60651 3.50375 2.86457
O -0.32697 3.94660 1.77496
C -0.13294 4.16472 4.13655
H -0.64274 1.53417 3.53091
H -1.52704 1.79550 2.01664
H -2.27477 2.31030 3.53678
H 0.19574 5.18462 3.96594
H 0.70968 3.56242 4.48852
H -0.91487 4.07873 4.89125
C 0.65581 -2.19658 6.14868
C -0.14171 -1.09816 6.82925
O -0.83292 -1.34313 7.78500
C 0.27692 0.30311 6.34588
H 1.01040 -1.92362 5.15703
H -0.01533 -3.05754 6.12349
H 1.53527 -2.44924 6.74347
H 1.33451 0.27761 6.61296
H -0.19876 1.09730 6.91482
H 0.04844 0.26587 5.28378
C 0.58071 -6.08075 3.03990
C 0.97043 -4.55943 3.11171
C 2.49651 -4.44604 3.23898
S 3.18244 -5.85512 2.26471
O 4.29058 -6.52945 2.86404
O 3.30123 -5.44284 0.87541
C 1.71217 -6.92411 2.47889
H -0.26241 -6.09657 2.34114
H 0.09519 -6.47916 3.92677
H 0.39400 -4.06902 3.89111
H 0.74968 -3.98265 2.20964
H 2.63681 -4.69853 4.29845
H 3.05311 -3.52459 3.09959
H 2.03310 -7.58261 3.28683
H 1.67111 -7.49702 1.55608
C -0.23247 -1.34135 -5.03679
C 0.35185 0.06658 -5.06773
C -0.68559 1.16586 -5.29103
S -2.27279 0.42523 -4.70097
O -3.24020 0.26442 -5.75722
O -2.45331 1.17583 -3.44293
C -1.59522 -1.24166 -4.26837
H 0.44074 -1.97703 -4.47132
H -0.39070 -1.61056 -6.08132
H 0.95644 0.20166 -5.96772
H 0.97381 0.29117 -4.20151
H -0.89960 1.31158 -6.35157
H -0.67341 2.12121 -4.77759
H -2.30114 -2.05221 -4.12221
H -1.19499 -1.13389 -3.25559
C -4.32214 -1.98187 4.78889
C -4.42734 -2.85144 6.04795
C -4.51121 -4.25017 5.50771
S -3.32217 -4.36595 4.14032
O -3.81120 -4.94608 2.92966
O -2.08638 -4.90975 4.70130
C -3.22110 -2.58141 3.92841
H -3.96471 -1.00366 5.12460
H -5.27662 -1.80529 4.29432
H -5.23037 -2.43797 6.65534
H -3.49663 -2.67684 6.59446
H -5.48475 -4.50081 5.07140
H -4.39803 -5.05115 6.23891
H -3.26952 -2.27516 2.88142
H -2.21294 -2.20123 4.11904
C 2.50587 5.81180 -5.63372
C 1.49689 4.79026 -6.16077
C 2.03201 3.37844 -5.82291
S 2.56345 3.46628 -4.04463
O 3.79080 2.70452 -3.93538
O 1.43522 3.13825 -3.19263
C 2.82843 5.32833 -4.19620
H 2.11451 6.82204 -5.58851
H 3.42930 5.65901 -6.18508
H 1.61422 4.78142 -7.25218
H 0.42110 4.93645 -6.08177
H 2.81337 3.21918 -6.55921
H 1.31426 2.57001 -5.74079
H 3.89325 5.52286 -4.06479
H 2.27717 5.78050 -3.37401
C -1.98777 6.77695 -1.80992
C -1.42747 5.53674 -2.53621
C -1.60761 4.38825 -1.53103
S -3.26694 4.69782 -0.73686
O -2.99396 4.73529 0.69091
O -4.32398 3.77055 -1.16785
C -3.41267 6.40689 -1.44314
H -2.00225 7.67602 -2.44125
H -1.39212 7.25268 -1.02586
H -0.41749 5.71618 -2.90351
H -2.03275 5.41149 -3.43642
H -1.06588 4.63610 -0.61488
H -1.38291 3.37698 -1.85206
H -3.95732 7.06995 -0.77294
H -4.04314 6.35169 -2.33170